No. 1
A structure of composition C39H44CoF2N9O2PSi, computed with ωB97M-V/def2-TZVPD.

Cartesian coordinates (Å):
Co: 0.13399 -0.17187 -0.72844
C: 3.48940 -2.69722 2.84840
N: 2.93053 -2.18679 1.59511
C: 1.93006 -1.32559 1.41628
N: 1.76037 -1.10827 0.12679
C: 2.71218 -1.88013 -0.45739
N: 3.44671 -2.55243 0.40007
C: 2.40005 -2.93536 3.86237
C: 1.94378 -4.21993 4.13103
C: 0.88305 -4.42210 5.00377
C: 0.23354 -3.34329 5.57728
C: 0.67494 -2.05398 5.29965
C: 1.77974 -1.85754 4.47898
C: -0.06368 -0.89595 5.79739
N: -0.87537 -0.79630 6.79065
N: -1.35140 0.51046 6.77583
C: -0.77816 1.09416 5.78182
O: 0.05945 0.26695 5.11317
C: -0.92369 2.46707 5.30523
C: -1.45738 3.43872 6.14693
C: -1.58171 4.73814 5.68801
C: -1.17130 5.06822 4.40285
C: -0.63976 4.09941 3.56198
C: -0.14826 4.48894 2.18610
N: -0.40117 3.47297 1.18297
C: 0.41865 2.52109 0.73447
N: -0.23532 1.71971 -0.08180
C: -1.49585 2.23892 -0.08485
N: -1.63429 3.30560 0.66215
C: -0.52661 2.79390 4.01413
H: 4.22757 -1.98295 3.21707
H: 4.00450 -3.61990 2.59373
H: 1.31234 -0.91525 2.19459
H: 2.84469 -1.94081 -1.52533
H: 2.41633 -5.06733 3.64931
H: 0.54154 -5.42725 5.21120
H: -0.62566 -3.48204 6.21930
H: 2.13268 -0.84930 4.29831
H: -1.76807 3.16264 7.14529
H: -2.00045 5.49988 6.33181
H: -1.27568 6.08721 4.04913
H: 0.92942 4.66129 2.20086
H: -0.63015 5.40669 1.85388
H: 1.45032 2.43466 1.02751
H: -2.30198 1.80848 -0.65709
H: -0.15320 2.01218 3.36248
C: 3.95977 0.33776 -3.34860
Si: 2.52081 1.27931 -2.57412
C: 3.16581 1.85529 -0.89704
C: 2.27572 2.89035 -3.52598
N: 1.11479 0.29132 -2.42362
C: 0.69190 -0.45311 -3.50117
C: 1.01713 -0.22480 -4.85189
C: 0.59255 -1.06503 -5.87444
C: -0.20392 -2.16369 -5.60611
C: -0.59239 -2.40408 -4.28897
C: -0.16152 -1.56012 -3.29157
O: -0.51249 -1.74213 -1.94659
C: -1.38245 -2.78233 -1.63207
C: -2.74306 -2.54503 -1.64595
C: -3.60209 -3.57613 -1.29081
C: -3.09459 -4.81797 -0.93512
C: -1.72257 -5.03370 -0.93190
C: -0.85543 -4.01078 -1.28316
H: 4.76125 1.02985 -3.62133
H: 3.67960 -0.21986 -4.24225
H: 4.37865 -0.37205 -2.63026
H: 4.25070 1.96430 -0.97862
H: 2.96441 1.15214 -0.08671
H: 2.76851 2.83840 -0.63867
H: 3.21504 3.45195 -3.52219
H: 1.51922 3.50506 -3.03028
H: 1.96856 2.76938 -4.56554
H: 1.62917 0.63028 -5.10538
H: 0.88875 -0.84486 -6.89279
H: -0.53686 -2.82082 -6.39756
H: -1.22948 -3.24476 -4.04980
H: -3.10228 -1.56358 -1.93077
H: -4.67101 -3.40631 -1.28978
H: -3.76824 -5.61768 -0.65680
H: -1.32566 -5.99992 -0.64905
H: 0.21857 -4.14565 -1.27703
F: -0.72465 -0.01434 1.97885
C: -0.98843 -0.72311 0.76938
F: -0.81513 -2.05338 1.15396
H: -2.07465 -0.61062 0.63526
C: -4.12162 2.18288 -3.20719
P: -2.60080 1.14904 -3.30857
C: -2.81554 0.45192 -4.98894
C: -1.36243 2.45365 -3.65767
H: -4.23223 2.82596 -4.08375
H: -4.08841 2.81254 -2.31581
H: -4.99944 1.54003 -3.12899
H: -3.06264 1.23107 -5.71459
H: -3.61523 -0.29078 -4.98106
H: -1.89581 -0.04651 -5.29693
H: -1.64336 3.06102 -4.52181
H: -0.39811 1.98122 -3.83489
H: -1.25509 3.10268 -2.78624

The relative energy (zero: lowest compared OMol25 entry of this formula, charge and spin) comes out at 0.0 kJ/mol. The molecular weight comes out at 826.83 g mol⁻¹. The value obtained for the calculated total energy is -4369.238472 Eh. The spin multiplicity is 2.

Atom charges from the Löwdin analysis, given in e for atoms 1 to 4: 0.449 -0.062 -0.094 -0.105

No. 2
A cluster of 4 separate species, C39H44F14IN4O2S in total, computed with ωB97M-V/def2-TZVPD.

Cartesian coordinates (Å):
C: -1.60163 -2.50689 2.52226
C: -2.44493 -1.44486 3.44668
F: -3.64710 -2.15556 4.01198
C: -2.84394 -0.04255 2.67389
N: -2.23197 0.10900 1.29894
C: -2.97019 -0.01000 -0.01373
C: -4.53448 -0.29842 -0.39960
C: -5.24528 -1.53088 0.41337
C: -6.88409 -1.40474 0.55818
F: -7.35748 -0.46499 -0.48378
F: -7.45473 -2.75186 0.17819
C: -7.42074 -1.10220 2.07362
F: -6.37787 -0.73569 3.05812
F: -8.04884 -2.37332 2.59625
C: -8.59940 0.04414 2.17951
F: -9.73710 -0.18544 1.21195
F: -9.22915 -0.15451 3.53897
C: -8.05756 1.59115 2.03598
F: -8.97854 2.25028 1.03572
F: -6.68938 1.68670 1.40421
C: -7.95634 2.42089 3.44587
F: -7.16658 1.69616 4.51083
F: -9.30875 2.74979 4.03267
C: -7.17775 3.89400 3.29495
F: -5.71484 3.58399 3.50398
F: -7.56608 4.87005 4.33901
F: -7.34303 4.50980 1.95913
N: -2.10202 0.22762 -1.22910
C: -0.76656 0.51197 -0.57105
N: 0.37525 0.83378 -1.23921
C: 1.74489 1.12998 -0.70030
C: 1.77454 2.65368 -0.07493
C: 2.93617 2.90897 1.05354
C: 2.26734 3.57459 2.43241
O: 2.41864 5.03799 2.50328
C: 3.27569 5.45639 3.62595
O: 3.18836 5.03789 4.89227
C: 0.25169 0.85099 -2.77887
C: -0.56887 2.14818 -3.35308
C: -0.63619 3.43626 -2.34266
I: 0.32742 2.92588 -5.24344
N: -0.90673 0.41725 0.91726
S: 0.14015 0.64265 2.27643
H: -1.82570 -3.59476 2.95950
H: -0.44492 -2.33235 2.67224
H: -1.94267 -2.51847 1.39749
H: -1.76689 -1.20167 4.39738
H: -2.51161 0.83903 3.40700
H: -4.00296 0.06931 2.54999
H: -4.53939 -0.61680 -1.55041
H: -5.09840 0.72571 -0.35233
H: -5.06102 -2.50832 -0.24768
H: -4.68118 -1.72343 1.42062
H: 2.03151 0.32514 0.10492
H: 2.61037 1.09385 -1.51887
H: 1.97427 3.38962 -0.98727
H: 0.69405 2.86051 0.38639
H: 3.56065 1.94112 1.27259
H: 3.67911 3.75103 0.64901
H: 2.75716 2.99074 3.32590
H: 1.09429 3.36363 2.47770
H: 4.08966 6.28818 3.38705
H: -0.32579 -0.11193 -3.17965
H: 1.31840 0.81636 -3.25892
H: -1.67676 1.83632 -3.67026
H: -1.43730 4.18574 -2.81352
H: -1.01764 3.20310 -1.26032
H: 0.37498 4.04741 -2.31466
H: -0.44848 1.54222 3.19307
C: 5.70674 -2.02640 -5.21610
C: 4.89779 -0.97728 -5.65168
C: 3.65211 -0.76486 -5.06180
C: 3.21923 -1.59643 -4.02855
C: 4.02986 -2.64325 -3.59045
C: 5.27159 -2.86136 -4.18667
H: 6.67604 -2.19374 -5.67838
H: 5.23813 -0.32513 -6.45215
H: 3.01916 0.04855 -5.40598
H: 2.25059 -1.42803 -3.56541
H: 3.69306 -3.29020 -2.78411
H: 5.90046 -3.68038 -3.84885
C: -0.57212 -4.85792 7.15284
C: 0.64257 -5.53246 7.03328
C: 1.77661 -4.85456 6.58693
C: 1.69803 -3.49831 6.26925
C: 0.48413 -2.82291 6.39242
C: -0.65205 -3.50309 6.82991
H: -1.45650 -5.38740 7.49748
H: 0.70529 -6.58762 7.28741
H: 2.72138 -5.38204 6.48747
H: 2.58280 -2.96868 5.92606
H: 0.42344 -1.76560 6.14636
H: -1.59882 -2.97792 6.92047
C: 10.18621 -1.16033 -7.14660
C: 9.01049 -1.83310 -7.47800
C: 8.08481 -1.23995 -8.33596
C: 8.33981 0.02312 -8.87087
C: 9.51734 0.69426 -8.54240
C: 10.43870 0.10502 -7.67705
H: 10.90581 -1.62147 -6.47522
H: 8.81506 -2.82023 -7.06658
H: 7.16569 -1.76156 -8.58866
H: 7.62082 0.48345 -9.54338
H: 9.71665 1.67788 -8.96064
H: 11.35337 0.63052 -7.41703

The relative energy (zero: lowest compared OMol25 entry of this formula, charge and spin) comes out at 1681.0 kJ/mol. The molecular weight comes out at 1025.75 g mol⁻¹. The value obtained for the calculated total energy is -3975.134471 Eh. Its charge is +1.

Atom charges from the Löwdin analysis, given in e for atoms 1 to 4: -0.073 -0.244 -0.110 -0.090